# 1
Entry from the OMol25 dataset: a molecular structure, C4H6OS3 at a distorted geometry (ωB97M-V/def2-TZVPD).

Results
Electronic energy = -38793.873 eV
Kohn-Sham gap (alpha / beta) = 5.726 / 7.764 eV
Net charge = 0
M = 166.3 g mol⁻¹
HOMO energy (alpha / beta) = -6.9 / -7.7 eV
Maximum force = 0.0642 Eh/bohr

Atoms and positions in Å:
C 1.985747 2.033359 -0.055399
C -0.847657 0.356739 -0.009941
C 3.521903 -0.116109 0.280862
C -3.712417 1.003255 -0.033938
O 1.477564 3.085076 -0.061445
S -0.583276 -1.190116 -0.023445
S 1.737422 0.394686 0.213165
S -1.884400 1.618969 0.187745
H 3.901506 0.151692 -0.701925
H 3.334135 -1.160440 0.427653
H 4.051167 0.314513 1.044115
H -4.329426 1.827764 0.226821
H -4.030190 0.280250 0.706924
H -3.680335 0.585717 -1.109064

Cartesian forces, eV/Å:
C 0.74 0.96 0.14
C -1.35 0.24 0.45
C -2.33 -0.03 -2.33
C 1.96 -1.14 -1.17
O -0.53 0.21 -0.19
S -0.78 -0.15 -0.26
S 1.45 -0.73 0.54
S -0.84 -0.60 -0.22
H 0.41 -0.43 0.12
H 0.62 -0.78 -0.08
H 1.18 1.05 1.93
H -0.43 1.15 -0.75
H 0.61 -0.66 -0.04
H -0.72 0.90 1.87

Here are the Mulliken charges for atoms 1 to 2, given in e: 0.21 0.09

# 2
Entry from the OMol25 dataset: a molecular structure, C4H6OSm at a distorted geometry (ωB97M-V/def2-TZVPD).

Results
Electronic energy = -24184.074 eV
Kohn-Sham gap (alpha / beta) = 6.015 / 8.036 eV
Net charge = +1
M = 220.5 g mol⁻¹
HOMO energy (alpha / beta) = -9.6 / -11.9 eV
Expectation value of S² = 16.031
Maximum force = 0.0672 Eh/bohr
2S+1 = 8

Atoms and positions in Å:
C -0.616781 -1.722541 0.786655
C 0.495561 -0.913773 0.783194
C 0.137706 0.505237 0.529314
C 0.485208 1.017922 -0.806764
O -0.332943 1.584792 -1.525480
Sm -0.605587 2.681485 -3.996490
H -1.382894 -1.606028 1.559697
H -0.474795 -2.759596 0.471320
H 1.254388 -1.064924 1.554675
H -1.100135 0.216660 0.542549
H 0.616433 1.175050 1.263457
H 1.523840 0.885715 -1.162125

Cartesian forces, eV/Å:
C 0.76 -2.27 0.18
C -0.13 1.21 1.17
C -2.93 -1.22 0.98
C -0.56 0.18 -0.67
O 0.49 0.09 -0.57
Sm 0.02 -0.28 0.66
H -0.91 0.93 -1.34
H 0.10 -0.16 0.87
H 1.18 -0.97 -1.39
H 2.62 2.25 0.00
H -0.52 0.18 -0.05
H -0.13 0.06 0.15

Here are the Mulliken charges for atoms 1 to 2, given in e: -0.82 -0.20

# 3
Entry from the OMol25 dataset: a single C4H6S molecule at a distorted geometry (ωB97M-V/def2-TZVPD).

Results
Electronic energy = -15078.899 eV
Kohn-Sham gap = 8.254 eV
SMILES = C/C=C/C=S
Net charge = 0
M = 86.2 g mol⁻¹
HOMO energy = -8.5 eV
Maximum force = 0.0397 Eh/bohr

Atoms and positions in Å:
C -0.312590 -2.359828 -1.853362
C -0.330962 -1.074961 -1.138938
C 0.480221 -0.422484 -0.305074
C -0.210960 0.683902 0.430160
H 0.693942 -2.758535 -1.798246
H -1.076555 -3.101914 -1.482544
H -0.568614 -2.176056 -2.933941
H -1.354020 -0.663526 -1.238820
H 1.574435 -0.498674 -0.133794
H -1.259505 0.751622 0.106933
S 0.264753 1.717957 1.542731

Cartesian forces, eV/Å:
C 0.50 -0.49 -1.26
C -2.01 -0.13 0.34
C 0.29 1.57 0.66
C -0.48 -0.79 -1.35
H 0.03 -0.62 -0.17
H 0.83 0.90 -0.09
H 0.26 -0.25 0.89
H 0.57 0.13 0.42
H -0.93 -0.59 -0.13
H 0.22 -0.01 0.10
S 0.73 0.28 0.59

Here are the Mulliken charges for atoms 1 to 2, given in e: -1.08 -0.05

# 4
Entry from the OMol25 dataset: a single C4H6S molecule at a distorted geometry (ωB97M-V/def2-TZVPD).

Results
Electronic energy = -15078.170 eV
Kohn-Sham gap = 8.266 eV
SMILES = C=CC(C)=S
Net charge = 0
M = 86.2 g mol⁻¹
HOMO energy = -8.6 eV
Maximum force = 0.0654 Eh/bohr

Atoms and positions in Å:
C -0.685647 1.313620 0.003808
C -0.844542 -0.211134 0.109616
C 0.331529 -0.965402 0.426406
C 1.440872 -0.893946 -0.368148
H -0.297653 1.504642 1.087501
H -1.680871 1.855426 -0.184219
H 0.000082 1.587554 -0.864240
H 0.140430 -1.547418 1.342481
H 1.809059 -0.004626 -0.913788
H 2.096088 -1.712926 -0.458187
S -2.309342 -0.925791 -0.181234

Cartesian forces, eV/Å:
C -0.49 0.04 0.64
C -2.30 2.11 -1.26
C 1.33 -0.28 -0.26
C -1.03 0.82 1.18
H -0.28 0.61 -2.15
H 1.49 -1.02 0.45
H -0.43 -0.24 1.56
H 0.60 -0.95 -1.11
H -1.23 -0.61 -0.25
H 1.05 -0.79 0.67
S 1.29 0.29 0.52

Here are the Mulliken charges for atoms 1 to 2, given in e: -0.85 0.20

# 5
Entry from the OMol25 dataset: a single C4H6S molecule at a distorted geometry (ωB97M-V/def2-TZVPD).

Results
Electronic energy = -15079.197 eV
Kohn-Sham gap = 9.134 eV
SMILES = C1=CSCC1
Net charge = 0
M = 86.2 g mol⁻¹
HOMO energy = -8.2 eV
Maximum force = 0.0578 Eh/bohr

Atoms and positions in Å:
C 0.400464 1.176515 0.255518
C 0.133134 0.223560 -0.865059
C -0.665377 -0.897103 -0.310988
C -0.441030 -0.965409 1.033115
H -0.538774 1.733807 0.522809
H 1.248255 1.831110 0.032132
H -0.422086 0.677757 -1.688617
H 1.024712 -0.210788 -1.429827
H -0.917467 -1.867056 -0.862906
H -0.525975 -1.960148 1.561953
S 0.704144 0.257755 1.751870

Cartesian forces, eV/Å:
C -0.29 1.55 0.09
C -0.15 -0.68 -2.65
C 1.16 -1.76 2.09
C 0.76 -2.07 -0.16
H 0.94 -0.09 -0.80
H -0.38 0.16 0.17
H 0.02 0.57 0.08
H -0.55 0.54 1.14
H -0.09 1.85 0.70
H -0.39 1.51 -0.26
S -1.05 -1.57 -0.39

Here are the Mulliken charges for atoms 1 to 2, given in e: -0.55 -0.29

# 6
Entry from the OMol25 dataset: a single C4H6S2 molecule at a distorted geometry (ωB97M-V/def2-TZVPD).

Results
Electronic energy = -25911.826 eV
Kohn-Sham gap = 8.246 eV
SMILES = C=C(C)SC=S
Net charge = 0
M = 118.2 g mol⁻¹
HOMO energy = -8.8 eV
Maximum force = 0.0955 Eh/bohr

Atoms and positions in Å:
C -0.249233 1.691258 0.103117
C 0.402727 0.301563 0.390057
C 1.707266 -0.207376 0.480733
C -1.226357 -1.928932 -0.660968
H -0.913669 1.573371 -0.665163
H 0.407699 2.526063 -0.166285
H -0.525777 2.104427 1.136243
H 1.616477 -1.282105 0.886304
H 2.726854 0.284659 -0.070516
H -0.192590 -1.751548 -1.465736
S -1.025805 -0.774862 0.914101
S -2.727593 -2.536519 -0.881888

Cartesian forces, eV/Å:
C 3.65 0.40 3.26
C 1.45 -0.18 0.53
C -1.67 0.49 -1.59
C 1.11 2.56 -0.24
H -2.43 -0.04 -1.26
H 0.66 -0.58 -0.45
H -0.84 -0.93 -1.57
H 1.15 1.74 -0.79
H -3.17 -1.40 2.03
H -3.24 -0.95 2.50
S 1.25 -1.24 -2.30
S 2.09 0.12 -0.12

Here are the Mulliken charges for atoms 1 to 2, given in e: -1.08 0.24

# 7
Entry from the OMol25 dataset: a molecular structure, C4H6S2 at a distorted geometry (ωB97M-V/def2-TZVPD).

Results
Electronic energy = -25912.361 eV
Kohn-Sham gap = 7.805 eV
Net charge = 0
M = 118.2 g mol⁻¹
HOMO energy = -8.8 eV
Maximum force = 0.1036 Eh/bohr

Atoms and positions in Å:
C 2.203108 -0.972653 0.127902
C -0.252576 0.419168 0.108436
C -1.637455 0.276968 -0.019447
C -2.471358 -0.735165 0.078156
H 2.543890 -0.718062 1.226655
H 2.602657 -0.402341 -0.627918
H 2.422609 -1.984882 -0.197517
H -2.159884 1.278661 0.102725
H -2.295267 -2.105948 -0.212426
H -3.540525 -0.498412 0.266821
S 0.322437 -1.231142 -0.100933
S 0.513576 1.887459 -0.044605

Cartesian forces, eV/Å:
C -1.98 -2.18 2.52
C 2.24 -0.54 -2.26
C -3.34 3.29 1.63
C -1.54 -4.94 -1.27
H -0.89 -0.53 -2.44
H 0.64 1.98 -1.35
H 0.84 -0.36 0.67
H 0.53 -1.15 -0.20
H -0.20 4.73 1.32
H 0.85 -0.40 -0.46
S 3.20 1.56 1.14
S -0.34 -1.46 0.70

Here are the Mulliken charges for atoms 1 to 2, given in e: -0.93 0.37

Number 6 is which compound?
C4H6S2

Number 4 is which compound?
C4H6S

Please write out number 7 again, unchanged.
Entry from the OMol25 dataset: a molecular structure, C4H6S2 at a distorted geometry (ωB97M-V/def2-TZVPD).

Results
Electronic energy = -25912.361 eV
Kohn-Sham gap = 7.805 eV
Net charge = 0
M = 118.2 g mol⁻¹
HOMO energy = -8.8 eV
Maximum force = 0.1036 Eh/bohr

Atoms and positions in Å:
C 2.203108 -0.972653 0.127902
C -0.252576 0.419168 0.108436
C -1.637455 0.276968 -0.019447
C -2.471358 -0.735165 0.078156
H 2.543890 -0.718062 1.226655
H 2.602657 -0.402341 -0.627918
H 2.422609 -1.984882 -0.197517
H -2.159884 1.278661 0.102725
H -2.295267 -2.105948 -0.212426
H -3.540525 -0.498412 0.266821
S 0.322437 -1.231142 -0.100933
S 0.513576 1.887459 -0.044605

Cartesian forces, eV/Å:
C -1.98 -2.18 2.52
C 2.24 -0.54 -2.26
C -3.34 3.29 1.63
C -1.54 -4.94 -1.27
H -0.89 -0.53 -2.44
H 0.64 1.98 -1.35
H 0.84 -0.36 0.67
H 0.53 -1.15 -0.20
H -0.20 4.73 1.32
H 0.85 -0.40 -0.46
S 3.20 1.56 1.14
S -0.34 -1.46 0.70

Here are the Mulliken charges for atoms 1 to 2, given in e: -0.93 0.37